1.
The following is a quantum chemistry calculation of one molecule with the formula C17H28O4S2, from OMol25.

- HOMO-LUMO gap (eV) = 10.08
- total charge = 0
- highest occupied orbital energy (eV) = -9.71
- SMILES string = CCCCS(=O)(=O)/C=C\[C@@H]1[C@@H](S(=O)(=O)CCCC)[C@@H]2C=C[C@H]1C2
- relative energy (zero: lowest compared OMol25 entry of this formula, charge and spin) (kcal/mol) = 18.8

Element x y z (Å)
C: 2.59 2.81 1.74
H: 1.68 2.35 1.39
C: 3.82 2.15 1.13
H: 4.72 2.65 1.51
H: 3.87 1.11 1.43
C: 3.83 2.23 -0.40
C: 2.84 1.30 -1.05
H: 2.69 1.52 -2.11
H: 1.87 1.28 -0.55
S: 3.48 -0.41 -1.06
O: 2.79 -1.16 -2.08
O: 4.92 -0.37 -1.15
C: 3.10 -1.16 0.54
C: 1.92 -1.64 0.86
C: 0.72 -1.61 -0.02
C: -0.58 -1.24 0.70
H: -0.46 -1.08 1.77
C: -1.54 -2.39 0.36
C: -1.00 -3.58 1.13
C: 0.14 -3.94 0.54
H: 0.83 -4.71 0.84
C: 0.37 -3.01 -0.63
H: 1.08 -3.32 -1.38
C: -1.08 -2.74 -1.06
H: -1.18 -1.92 -1.76
H: -1.57 -3.63 -1.45
H: -1.45 -3.97 2.02
H: -2.60 -2.17 0.51
S: -1.11 0.39 0.06
O: -1.36 0.31 -1.35
O: -0.08 1.32 0.47
C: -2.65 0.81 0.96
C: -3.88 0.68 0.09
C: -4.02 1.85 -0.88
C: -5.27 1.71 -1.74
H: -5.22 0.80 -2.34
H: -6.17 1.66 -1.13
H: -5.36 2.55 -2.42
H: -4.08 2.78 -0.31
H: -3.14 1.89 -1.51
H: -3.81 -0.24 -0.49
H: -4.77 0.62 0.72
H: -2.50 1.83 1.32
H: -2.67 0.14 1.81
H: 0.89 -0.93 -0.86
H: 1.77 -2.12 1.82
H: 3.97 -1.23 1.17
H: 3.62 3.26 -0.71
H: 4.83 1.96 -0.77
H: 2.57 3.87 1.48
H: 2.63 2.73 2.83


2.
The following is a quantum chemistry calculation of C17H29AlBeBr2Ca2Cl4F5N3O10 as an isolated structure at a distorted geometry, from OMol25.

- HOMO-LUMO gap (eV) = 1.20
- total charge = +2
- highest occupied orbital energy (eV) = -10.76

Element x y z (Å)
C: 5.72 -0.26 -0.71
C: 5.45 0.23 -2.16
C: 4.78 1.65 -2.20
C: 3.26 1.47 -2.50
N: 2.54 1.15 -1.21
C: 1.97 -0.23 -1.11
C: 1.13 -0.75 -2.31
C: -0.08 -1.52 -1.72
O: 1.77 -1.67 -3.14
C: 1.59 2.26 -0.72
Br: 2.49 3.97 -0.59
C: 0.23 2.36 -1.45
C: 0.27 2.97 -2.90
Br: -0.86 3.62 -0.41
H: 6.54 0.31 -0.25
H: 4.82 -0.13 -0.08
H: 5.96 -1.33 -0.74
H: 4.87 -0.52 -2.73
H: 6.42 0.29 -2.66
H: 5.25 2.21 -3.01
H: 4.95 2.20 -1.26
H: 3.21 0.68 -3.26
H: 2.94 2.41 -2.97
H: 3.28 1.18 -0.50
H: 1.36 -0.28 -0.19
H: 2.81 -0.93 -0.96
H: 0.74 0.08 -2.97
H: -0.60 -2.13 -2.47
H: 0.36 -2.23 -1.00
H: -0.74 -0.87 -1.12
H: 2.62 -1.33 -3.48
H: 1.38 1.97 0.32
H: -0.38 1.43 -1.46
H: 0.86 3.90 -2.92
H: -0.75 3.18 -3.35
H: 0.85 2.24 -3.58
N: -4.36 2.80 0.99
O: -3.80 1.70 1.38
O: -5.23 2.75 0.12
O: -4.04 3.85 1.50
C: -7.25 4.22 3.81
Cl: -6.42 2.68 3.33
Cl: -7.47 4.21 5.56
Cl: -6.25 5.57 3.33
Cl: -8.81 4.30 3.00
Ca: -5.15 0.12 2.46
C: 5.75 4.82 -0.95
O: 5.09 5.85 -0.96
O: 5.75 3.98 -0.03
O: 6.50 4.45 -1.88
C: -3.04 -4.62 3.86
C: -3.50 -3.48 3.08
N: -3.86 -2.57 2.49
H: -3.23 -5.55 3.32
H: -1.98 -4.53 4.06
H: -3.58 -4.66 4.83
Be: -5.06 1.26 5.59
F: 2.30 7.19 -2.84
Al: 2.48 8.19 -1.42
F: 0.97 8.90 -1.03
F: 3.66 9.39 -1.69
F: 2.98 7.15 -0.11
F: -2.91 -5.58 6.21
C: -2.66 -9.16 1.97
C: -3.86 -9.37 1.07
O: -4.95 -9.33 1.99
C: -4.54 -8.63 3.09
O: -5.26 -8.28 3.95
O: -3.20 -8.39 3.04
H: -1.85 -8.62 1.47
H: -2.27 -10.10 2.37
H: -3.98 -8.56 0.34
H: -3.83 -10.32 0.54
Ca: -0.36 0.73 -3.96


3.
The following is a quantum chemistry calculation of C17H29AuClO9Sb as an isolated structure at a distorted geometry, from OMol25.

- HOMO-LUMO gap (alpha / beta) (eV) = 8.98 / 5.98
- multiplicity = 3
- total charge = 0
- highest occupied orbital energy (alpha / beta) (eV) = -8.50 / -9.51

Element x y z (Å)
Au: -1.03 1.03 0.06
O: -4.76 2.68 1.80
C: -3.95 2.02 1.19
O: -2.97 2.25 0.47
C: -4.30 0.37 1.39
C: -4.09 -0.39 0.08
C: -4.84 -1.73 0.23
C: -3.90 -2.48 1.21
C: -2.79 -1.43 1.43
O: -2.73 -0.79 0.15
C: -3.35 -0.32 2.33
C: -2.18 0.66 2.87
O: -2.45 1.27 3.87
O: -1.08 0.63 2.21
H: -5.33 0.41 1.73
H: -4.28 0.15 -0.85
H: -4.88 -2.22 -0.74
H: -5.85 -1.60 0.61
H: -3.48 -3.37 0.76
H: -4.39 -2.75 2.15
H: -1.82 -1.81 1.71
H: -3.83 -0.66 3.24
C: 4.42 0.85 0.69
C: 3.00 1.32 0.93
C: 2.88 2.84 0.90
Sb: 1.53 0.42 -0.45
C: 1.52 -1.67 0.24
C: 1.40 -1.67 1.76
C: 2.69 -2.51 -0.26
C: 2.28 0.66 -2.51
C: 3.72 0.21 -2.68
C: 2.10 2.11 -2.94
H: 5.05 1.11 1.54
H: 4.85 1.33 -0.19
H: 4.48 -0.23 0.55
H: 2.65 0.96 1.90
H: 3.20 3.24 -0.07
H: 3.53 3.28 1.67
H: 1.86 3.17 1.10
H: 0.60 -2.03 -0.22
H: 2.34 -1.36 2.23
H: 1.18 -2.69 2.10
H: 0.60 -1.01 2.10
H: 3.64 -2.17 0.14
H: 2.73 -2.51 -1.35
H: 2.54 -3.55 0.06
H: 1.61 0.02 -3.09
H: 4.41 0.92 -2.23
H: 3.95 0.17 -3.75
H: 3.91 -0.78 -2.26
H: 2.76 2.78 -2.38
H: 1.07 2.44 -2.81
H: 2.34 2.20 -4.00
O: -2.74 -0.15 -2.91
Cl: -1.34 0.03 -2.94
O: -0.84 0.14 -4.26
O: -0.99 1.30 -2.24
O: -0.66 -1.05 -2.26


4.
The following is a quantum chemistry calculation of a 6-piece molecular cluster, C17H29BBrNO26S5 overall at a distorted geometry, from OMol25.

- HOMO-LUMO gap (eV) = 9.70
- total charge = 0
- highest occupied orbital energy (eV) = -10.39
- SMILES string = CCC[C@]1(B(O)O)OC(=O)O[C@]1(Br)OC#N.O=S1(=O)OCCO1.O=S1(=O)OCCO1.O=S1(=O)OCCO1.O=S1(=O)OCCO1.O=S1(=O)OCCO1

Element x y z (Å)
C: 4.77 -1.98 1.83
C: 3.80 -2.90 0.89
C: 2.41 -3.28 1.61
C: 1.21 -2.22 1.36
B: -0.12 -3.15 1.75
O: -0.10 -3.84 3.05
O: -1.26 -3.36 0.88
O: 1.13 -1.52 0.08
C: 1.80 -0.25 0.21
O: 2.09 0.58 -0.70
O: 2.13 -0.08 1.62
C: 1.13 -0.90 2.32
Br: -0.58 0.15 2.06
O: 1.48 -1.24 3.72
C: 0.31 -0.98 4.54
N: -0.68 -1.17 5.23
H: 4.28 -1.63 2.80
H: 5.16 -1.05 1.25
H: 5.71 -2.59 2.13
H: 4.38 -3.91 0.76
H: 3.69 -2.49 -0.19
H: 2.51 -3.41 2.76
H: 2.03 -4.31 1.20
H: 0.00 -4.80 2.80
H: -0.97 -4.01 0.17
C: -0.56 -1.45 -4.44
C: -1.95 -1.70 -3.86
O: -1.76 -2.71 -2.86
S: -0.28 -2.53 -2.20
O: -0.42 -1.79 -0.98
O: 0.40 -3.79 -2.27
O: 0.33 -1.53 -3.33
H: -0.29 -2.24 -5.15
H: -0.49 -0.48 -4.92
H: -2.66 -2.03 -4.61
H: -2.33 -0.80 -3.37
C: 1.05 3.38 1.60
C: 2.08 4.21 0.85
O: 1.65 5.56 1.01
S: 0.92 5.72 2.46
O: 1.88 6.23 3.39
O: -0.37 6.31 2.26
O: 0.72 4.13 2.76
H: 0.13 3.26 1.01
H: 1.43 2.40 1.87
H: 2.13 3.95 -0.21
H: 3.07 4.11 1.30
C: -2.68 -2.24 7.98
C: -2.41 -3.57 7.31
O: -2.71 -4.56 8.30
S: -3.91 -4.00 9.24
O: -5.15 -4.55 8.77
O: -3.49 -4.09 10.61
O: -3.84 -2.44 8.78
H: -1.85 -1.96 8.64
H: -2.85 -1.44 7.26
H: -1.37 -3.67 6.97
H: -3.08 -3.73 6.46
C: -1.31 2.95 -2.23
C: -1.77 4.11 -3.10
O: -2.58 3.51 -4.11
S: -3.32 2.20 -3.50
O: -4.65 2.58 -3.11
O: -3.05 1.08 -4.35
O: -2.42 2.06 -2.15
H: -0.48 2.41 -2.69
H: -1.01 3.27 -1.23
H: -0.94 4.65 -3.54
H: -2.40 4.80 -2.53
C: 0.92 3.07 -8.46
C: -0.47 2.82 -7.88
O: -0.28 1.82 -6.88
S: 1.20 2.00 -6.22
O: 1.06 2.74 -5.00
O: 1.88 0.74 -6.30
O: 1.81 2.99 -7.35
H: 1.19 2.29 -9.18
H: 0.99 4.05 -8.94
H: -1.18 2.49 -8.63
H: -0.85 3.72 -7.38


5.
The following is a quantum chemistry calculation of C17H29BFN3NbO2 as an isolated structure at a distorted geometry, from OMol25.

- HOMO-LUMO gap (eV) = 6.19
- total charge = -1
- highest occupied orbital energy (eV) = -4.10

Element x y z (Å)
C: -3.94 -1.56 -5.54
C: -2.76 -0.61 -5.64
F: -1.59 -1.31 -6.05
Nb: -2.27 0.66 -3.80
C: -0.04 0.66 -4.27
C: 0.65 1.69 -3.46
C: 1.89 2.51 -4.25
O: 0.44 2.97 -3.78
B: -1.86 -1.15 -2.35
O: -1.85 -2.41 -2.91
N: -1.56 -1.14 -0.89
C: -0.12 -1.11 -0.62
C: -2.31 -0.14 -0.13
H: -4.16 -1.96 -6.54
H: -3.76 -2.43 -4.90
H: -4.84 -1.06 -5.19
H: -2.99 0.09 -6.45
H: -2.42 2.22 -4.80
H: -4.05 0.71 -3.31
H: -1.92 1.76 -2.35
H: 0.43 -0.29 -3.98
H: 0.17 0.93 -5.31
H: 0.82 1.46 -2.41
H: 2.21 3.56 -4.20
H: 2.52 2.25 -3.33
H: -1.72 -3.04 -2.19
H: 0.24 -2.15 -0.60
H: 0.46 -0.64 -1.43
H: 0.13 -0.66 0.33
H: -2.66 -0.61 0.80
H: -1.65 0.68 0.18
H: -3.20 0.22 -0.65
N: 0.46 -1.91 2.22
C: 0.14 -3.17 2.53
C: -0.02 -3.63 3.82
C: 0.15 -2.73 4.87
C: 0.48 -1.42 4.57
C: 0.62 -1.06 3.24
H: 0.02 -3.83 1.68
H: -0.29 -4.66 4.01
H: 0.03 -3.05 5.89
H: 0.63 -0.69 5.35
H: 0.88 -0.05 2.96
N: 2.25 1.82 4.53
C: 2.28 3.07 5.00
C: 3.35 3.59 5.71
C: 4.44 2.78 5.96
C: 4.42 1.48 5.48
C: 3.30 1.05 4.78
H: 1.41 3.67 4.79
H: 3.33 4.62 6.07
H: 5.30 3.15 6.51
H: 5.25 0.81 5.65
H: 3.25 0.04 4.38


6.
The following is a quantum chemistry calculation of a 3-piece molecular cluster, C17H29BFNO13 overall at a distorted geometry, from OMol25.

- HOMO-LUMO gap (eV) = 3.56
- total charge = -2
- highest occupied orbital energy (eV) = 0.18

Element x y z (Å)
C: -1.62 -0.58 -2.91
C: -1.77 0.33 -1.55
O: -2.84 -0.24 -0.66
C: -0.37 0.66 -0.77
C: 0.47 -0.65 -0.25
C: 1.53 -1.32 -1.36
O: 1.58 -0.78 -2.58
N: 2.42 -2.45 -0.89
C: 3.87 -2.27 -1.28
O: 4.82 -2.58 -0.36
F: 4.37 -1.84 -2.61
O: -0.39 -1.71 0.37
B: -0.58 -1.18 1.76
C: -0.53 -2.54 2.70
O: -1.27 -2.54 3.82
O: 0.32 -3.66 2.24
O: 0.44 -0.10 2.04
C: 1.49 -0.47 1.06
C: 2.81 0.49 0.90
H: -1.15 -1.64 -2.74
H: -1.04 0.06 -3.74
H: -2.71 -0.73 -3.35
H: -2.21 1.38 -1.90
H: -2.80 -1.25 -0.68
H: -0.61 1.40 0.12
H: 0.30 1.28 -1.53
H: 2.03 -3.36 -1.23
H: -1.62 -0.62 1.75
H: 1.89 -1.48 1.52
H: 2.64 1.61 1.26
H: 3.65 0.06 1.62
H: 3.29 0.50 -0.18
C: 5.82 6.96 1.98
C: 4.49 6.31 2.30
O: 4.53 4.89 2.07
C: 5.22 4.17 2.98
O: 5.79 4.60 3.97
O: 5.18 2.86 2.60
C: 5.97 2.00 3.43
H: 6.13 6.72 0.95
H: 5.76 8.04 2.09
H: 6.62 6.59 2.64
H: 3.72 6.71 1.63
H: 4.17 6.52 3.33
H: 5.68 2.09 4.48
H: 7.03 2.23 3.29
H: 5.79 0.97 3.11
C: -7.93 -1.84 -3.55
C: -6.85 -2.84 -3.92
O: -5.80 -2.87 -2.95
C: -6.11 -3.47 -1.77
O: -7.17 -3.99 -1.48
O: -5.02 -3.38 -0.96
C: -5.25 -3.88 0.36
H: -7.49 -0.85 -3.40
H: -8.69 -1.78 -4.33
H: -8.43 -2.11 -2.61
H: -6.40 -2.54 -4.87
H: -7.27 -3.85 -4.07
H: -5.61 -4.91 0.33
H: -5.96 -3.24 0.88
H: -4.30 -3.86 0.90


Number 1: total energy -1761.8348 a.u.. Number 2: total energy -10681.3731 a.u.. Number 3: total energy -2178.0723 a.u.. Number 4: total energy -7265.7223 a.u.. Number 5: total energy -1161.2268 a.u.. Number 6: total energy -1822.5741 a.u..